[1]
The following is a quantum chemistry calculation of an isolated ion of composition C3H5N2O and charge +1 at a distorted geometry, from OMol25.

Calculated values
Energy relative to the best compared isomer or geometry (same formula, charge and spin) ... 100.8 kcal per mole
Gap between HOMO and LUMO ... 8.5806 eV
LUMO level ... -5.6 eV

ORCA input file:
```
! RIJCOSX wB97M-V def2-TZVPD def2/J DEFGRID3
* xyz 1 1
C -0.48422 -0.00058 -0.93886
C 1.83614 0.11824 -0.27281
C -1.80910 -0.24419 1.17669
N -1.55208 0.11976 -0.22941
N 0.70016 -0.42825 -0.46031
O -1.04347 -0.80482 1.86279
H 2.76612 -0.32523 -0.05669
H 1.75694 1.23601 -0.37652
H -2.85075 0.08205 1.62231
H -2.44099 0.43585 -0.54091
H 0.48768 -1.39323 -0.44741
*
```



[2]
The following is a quantum chemistry calculation of a 2-piece molecular cluster, C3H5N2O2 overall at a distorted geometry, from OMol25.

Calculated values
Energy relative to the best compared isomer or geometry (same formula, charge and spin) ... 153.2 kcal per mole
Gap between HOMO and LUMO (alpha / beta) ... 7.4853 / 7.0485 eV
LUMO level (alpha / beta) ... -6.1 / -6.4 eV

ORCA input file:
```
! RIJCOSX wB97M-V def2-TZVPD def2/J DEFGRID3
* xyz 1 1
C -2.85165 -1.18200 -0.32959
C -1.33323 0.66138 0.14083
C 2.10682 0.57935 -0.33582
N -2.30976 -0.15022 -0.16889
N 0.38057 -0.69667 0.52436
O -1.07820 1.79041 0.20190
O 1.39131 0.08288 0.78281
H -3.27901 -2.14472 -0.45181
H 1.57611 0.38812 -1.26850
H 3.08159 0.08196 -0.35421
H 2.26518 1.64669 -0.16965
H 0.05027 -1.05718 1.42856
*
```



[3]
The following is a quantum chemistry calculation of a 2-piece molecular cluster, C3H5N2O5 overall at a distorted geometry, from OMol25.

Calculated values
Energy relative to the best compared isomer or geometry (same formula, charge and spin) ... 0.0 kcal per mole
Gap between HOMO and LUMO ... 8.4695 eV
LUMO level ... 3.8 eV

ORCA input file:
```
! RIJCOSX wB97M-V def2-TZVPD def2/J DEFGRID3
* xyz -1 1
C -0.66938 -1.26853 1.47219
C -0.45479 0.70916 -0.29055
C -0.73158 -0.72332 0.01558
N 0.60395 -1.77552 -1.06783
N 0.41216 -2.00470 -2.35068
O -1.61017 -0.82354 2.13013
O 0.33567 -1.94470 1.78126
O -0.49245 -1.37075 -2.89329
O 1.06229 -2.90313 -2.87973
O 1.51082 -2.44804 -0.32408
H -1.29839 1.35512 -0.03618
H 0.40938 0.98098 0.41778
H -0.05000 0.81481 -1.30733
H -1.41519 -1.34254 -0.49700
H 1.07621 -2.30298 0.61002
*
```



[4]
The following is a quantum chemistry calculation of C3H5N2OS as an isolated structure at a distorted geometry, from OMol25.

Calculated values
Energy relative to the best compared isomer or geometry (same formula, charge and spin) ... 45.9 kcal per mole
Gap between HOMO and LUMO ... 9.0000 eV
LUMO level ... -4.2 eV

ORCA input file:
```
! RIJCOSX wB97M-V def2-TZVPD def2/J DEFGRID3
* xyz 1 1
C -0.51415 -0.54296 0.86429
C -1.26694 -0.30064 -1.21839
C 0.12294 0.51787 0.03724
N -1.60311 -0.81277 -0.02914
N 1.60197 0.63711 0.20053
O -0.15676 -1.20745 1.73894
S -1.48301 -0.24086 -2.74645
H -0.38708 1.38824 0.09653
H -2.52586 -1.42007 0.16987
H 1.98854 0.97620 1.12368
H 2.14371 1.27997 -0.46903
H 2.07975 -0.27464 0.23194
*
```



[5]
The following is a quantum chemistry calculation of an isolated ion of composition C3H5N2OS and charge +1 at a distorted geometry, from OMol25.

Calculated values
Energy relative to the best compared isomer or geometry (same formula, charge and spin) ... 84.1 kcal per mole
Gap between HOMO and LUMO (alpha / beta) ... 6.0545 / 6.0622 eV
Structure (SMILES) ... O=[N+]1CCNC1=S
LUMO level (alpha / beta) ... -8.0 / -8.0 eV

ORCA input file:
```
! RIJCOSX wB97M-V def2-TZVPD def2/J DEFGRID3
* xyz 1 1
O 1.17038 -1.81448 1.11669
N 0.53920 -0.98063 0.53447
C 0.87524 0.45492 0.53404
C -0.12472 1.09493 -0.53244
N -1.04885 -0.01419 -0.70287
C -0.66604 -1.13524 -0.12199
S -1.32534 -2.68658 -0.24694
H 1.92122 0.73103 0.33042
H 1.02660 0.93897 1.48925
H -0.62720 1.93191 -0.00126
H 0.27256 1.47934 -1.47118
H -2.01305 0.00001 -0.92819
*
```



[6]
The following is a quantum chemistry calculation of C3H5N2OS as an isolated structure at a distorted geometry, from OMol25.

Calculated values
Energy relative to the best compared isomer or geometry (same formula, charge and spin) ... 78.8 kcal per mole
Gap between HOMO and LUMO ... 9.3223 eV
LUMO level ... -4.8 eV

ORCA input file:
```
! RIJCOSX wB97M-V def2-TZVPD def2/J DEFGRID3
* xyz 1 1
C -1.39324 1.19666 -0.49535
C -1.72025 -0.02460 -0.08868
C 2.24301 -0.29857 0.21584
N -0.04780 -0.90683 0.28981
N 0.78537 -0.07819 -0.01234
O -2.68709 -0.83920 -0.01022
S 0.29347 1.47163 -0.72400
H -2.16781 1.81883 -0.96390
H 2.75869 0.63864 0.21505
H 2.33795 -0.73449 1.21096
H 2.79093 -1.06656 -0.49599
H -3.19324 -1.17731 0.85883
*
```



[7]
The following is a quantum chemistry calculation of a single C3H5N2P molecule at a distorted geometry, from OMol25.

Calculated values
Energy relative to the best compared isomer or geometry (same formula, charge and spin) ... 60.5 kcal per mole
Gap between HOMO and LUMO ... 9.6849 eV
Structure (SMILES) ... Pc1cc[nH]n1
LUMO level ... 1.1 eV

ORCA input file:
```
! RIJCOSX wB97M-V def2-TZVPD def2/J DEFGRID3
* xyz 0 1
P 1.42899 -0.37103 1.96924
C 0.60112 -0.02348 0.44813
C -0.85101 -0.92522 -0.25752
C -0.86776 -0.18612 -1.36315
N 0.04140 0.82006 -1.47302
N 0.83760 0.86758 -0.44775
H 0.37378 -0.56188 2.85409
H 1.35282 0.90664 2.58619
H -1.38905 -1.83844 0.07017
H -1.54641 -0.23479 -2.30743
H 0.01850 1.54670 -2.07896
*
```



[8]
The following is a quantum chemistry calculation of a single C3H5N3 molecule, from OMol25.

Calculated values
Energy relative to the best compared isomer or geometry (same formula, charge and spin) ... 82.0 kcal per mole
Gap between HOMO and LUMO (alpha / beta) ... 8.3544 / 8.3530 eV
LUMO level (alpha / beta) ... 0.4 / 0.4 eV

ORCA input file:
```
! RIJCOSX wB97M-V def2-TZVPD def2/J DEFGRID3
* xyz 0 1
C 1.74867 -0.02231 -0.00628
N 0.50303 0.23076 -0.27958
C -0.44107 -0.71999 -0.88703
N -1.57682 -0.58572 -0.36913
C -1.35738 0.49482 0.63458
N -0.18480 1.22285 0.25408
H 2.24495 -0.86867 -0.45428
H 2.18350 0.61630 0.74988
H -1.08960 -0.07470 1.54833
H -0.12522 -1.43302 -1.64290
H -2.23525 1.10551 0.82816
*
```



[9]
The following is a quantum chemistry calculation of C3H5N3 as an isolated structure, from OMol25.

Calculated values
Energy relative to the best compared isomer or geometry (same formula, charge and spin) ... 109.5 kcal per mole
Gap between HOMO and LUMO (alpha / beta) ... 7.7701 / 7.7695 eV
LUMO level (alpha / beta) ... 0.6 / 0.6 eV

ORCA input file:
```
! RIJCOSX wB97M-V def2-TZVPD def2/J DEFGRID3
* xyz 0 1
N -0.02626 1.96749 -0.11535
C 0.05205 0.62739 0.00343
N -1.15153 -0.08035 0.12226
N -0.74623 -1.32179 0.96525
C 0.17585 -1.38771 -0.03510
C 1.09116 -0.26591 -0.07159
H 0.74277 2.49171 -0.49978
H -0.94853 2.37147 -0.17479
H -1.50518 -1.97827 0.77996
H 0.15947 -2.21510 -0.75504
H 2.15643 -0.20892 -0.21925
*
```



[10]
The following is a quantum chemistry calculation of a single C3H5N3 molecule at a distorted geometry, from OMol25.

Calculated values
Energy relative to the best compared isomer or geometry (same formula, charge and spin) ... 71.6 kcal per mole
Gap between HOMO and LUMO ... 8.1575 eV
Structure (SMILES) ... N=c1c(N)c1N
LUMO level ... 0.6 eV

ORCA input file:
```
! RIJCOSX wB97M-V def2-TZVPD def2/J DEFGRID3
* xyz 0 1
N -2.01233 1.12608 0.12443
C -0.97534 0.46965 0.07292
C -0.26341 -0.70482 0.00174
N -0.16399 -2.08196 0.02872
C 0.46901 0.45580 0.03589
N 1.64552 1.08332 -0.03725
H -1.88733 2.11491 0.02165
H 0.46220 -2.57751 -0.68976
H -1.06002 -2.60736 0.06763
H 2.43007 0.62972 0.40124
H 1.35561 2.09216 -0.02721
*
```



[11]
The following is a quantum chemistry calculation of a 2-piece molecular cluster, C3H5N3 overall at a distorted geometry, from OMol25.

Calculated values
Energy relative to the best compared isomer or geometry (same formula, charge and spin) ... 127.3 kcal per mole
Gap between HOMO and LUMO ... 8.2063 eV
LUMO level ... -0.9 eV

ORCA input file:
```
! RIJCOSX wB97M-V def2-TZVPD def2/J DEFGRID3
* xyz 0 1
C -1.82970 -0.21718 0.02288
N -0.50027 0.03249 -0.46074
C 0.35960 0.89945 -0.16938
N 1.59001 1.12927 0.02107
C 2.15958 -0.82483 0.05846
N 1.23742 -1.54439 -0.06930
H -2.46864 -0.53110 -0.80707
H -1.78484 -1.04061 0.74551
H -2.28833 0.64865 0.51432
H 0.32527 2.05284 -0.05393
H 3.19990 -0.60459 0.19817
*
```



[12]
The following is a quantum chemistry calculation of a 2-piece molecular cluster, C3H5N3 overall at a distorted geometry, from OMol25.

Calculated values
Energy relative to the best compared isomer or geometry (same formula, charge and spin) ... 81.7 kcal per mole
Gap between HOMO and LUMO ... 9.9326 eV
LUMO level ... 0.8 eV

ORCA input file:
```
! RIJCOSX wB97M-V def2-TZVPD def2/J DEFGRID3
* xyz 0 1
C -2.08563 -0.62773 0.10524
C -1.26907 -0.83864 -1.08753
N -0.59895 -0.97294 -2.02098
N 3.20988 0.45936 1.05550
N 2.14682 0.71442 0.47684
C 1.03883 0.86049 0.05429
H -1.47652 -0.14240 0.87429
H -2.93530 0.01570 -0.13674
H -2.45588 -1.58367 0.48268
H 3.72303 1.33573 1.18244
H 0.71837 0.82917 -0.97816
*
```



[13]
The following is a quantum chemistry calculation of a single C3H5N3 molecule at a distorted geometry, from OMol25.

Calculated values
Energy relative to the best compared isomer or geometry (same formula, charge and spin) ... 57.7 kcal per mole
Gap between HOMO and LUMO ... 9.2893 eV
Structure (SMILES) ... [H]/N=C/C(N)=C=N
LUMO level ... 0.7 eV

ORCA input file:
```
! RIJCOSX wB97M-V def2-TZVPD def2/J DEFGRID3
* xyz 0 1
H -1.64570 -2.30842 -0.68878
N -0.82363 -1.72146 -0.60129
C -1.10599 -0.55887 -0.16046
C -0.03024 0.39965 0.14159
N -0.26365 1.74410 0.55129
C 1.12732 -0.22126 0.02905
N 2.08155 -0.94984 -0.17911
H -2.10052 -0.20330 0.12244
H 0.39783 2.39100 0.13535
H -0.25968 1.88050 1.55505
H 2.60176 -0.48686 -0.91157
*
```



[14]
The following is a quantum chemistry calculation of a single C3H5N3 molecule at a distorted geometry, from OMol25.

Calculated values
Energy relative to the best compared isomer or geometry (same formula, charge and spin) ... 73.5 kcal per mole
Gap between HOMO and LUMO ... 8.7880 eV
LUMO level ... 0.6 eV

ORCA input file:
```
! RIJCOSX wB97M-V def2-TZVPD def2/J DEFGRID3
* xyz 0 1
N 1.25574 0.44995 -1.60425
C 0.47889 0.07314 -0.66670
C -0.95720 0.10865 -0.37048
N -1.12969 -0.56598 0.77930
N -0.07726 -0.89313 1.46754
C 0.93664 -0.22921 0.74433
H 0.62391 0.88652 0.82004
H 0.74130 0.96608 -2.31592
H -1.79878 0.41018 -0.96975
H -2.02862 -0.77587 1.19926
H 1.96264 -0.47514 1.01526
*
```



[15]
The following is a quantum chemistry calculation of a 2-piece molecular cluster, C3H5N3 overall at a distorted geometry, from OMol25.

Calculated values
Energy relative to the best compared isomer or geometry (same formula, charge and spin) ... 79.9 kcal per mole
Gap between HOMO and LUMO ... 9.3107 eV
LUMO level ... 0.0 eV

ORCA input file:
```
! RIJCOSX wB97M-V def2-TZVPD def2/J DEFGRID3
* xyz 0 1
C -1.53604 -0.37465 0.04880
N -0.46094 -0.23438 -0.95514
C 0.53729 0.54239 -0.71724
N 1.36306 1.40409 -0.73418
C 1.25655 -0.40170 1.50125
N 2.33823 0.05649 1.51008
H -1.06639 -0.74912 0.96715
H -2.28186 -1.05666 -0.35888
H -1.98558 0.60449 0.21961
H -0.23670 -1.05620 -1.50736
H 2.07238 1.26524 0.02592
*
```



[16]
The following is a quantum chemistry calculation of a single C3H5N3 molecule at a distorted geometry, from OMol25.

Calculated values
Energy relative to the best compared isomer or geometry (same formula, charge and spin) ... 55.4 kcal per mole
Gap between HOMO and LUMO ... 9.0722 eV
LUMO level ... 0.6 eV

ORCA input file:
```
! RIJCOSX wB97M-V def2-TZVPD def2/J DEFGRID3
* xyz 0 1
C -1.48183 -0.05777 -0.00095
C 0.03395 -0.13977 0.00245
C 0.80504 1.06974 -0.08941
N 2.09678 0.75242 -0.04778
N 2.64636 -0.27453 0.04295
N 0.72373 -1.21513 0.09827
H -1.84128 0.94642 -0.24669
H -1.89899 -0.75895 -0.73166
H -1.87369 -0.32758 0.98646
H 0.47243 2.08711 -0.17566
H 0.21379 -2.09771 0.16346
*
```



[17]
The following is a quantum chemistry calculation of a single C3H5N3 molecule, from OMol25.

Calculated values
Energy relative to the best compared isomer or geometry (same formula, charge and spin) ... 99.1 kcal per mole
Gap between HOMO and LUMO (alpha / beta) ... 8.2674 / 8.2662 eV
LUMO level (alpha / beta) ... 0.2 / 0.2 eV

ORCA input file:
```
! RIJCOSX wB97M-V def2-TZVPD def2/J DEFGRID3
* xyz 0 1
C -1.55594 -0.45440 -0.12211
N -0.38035 -0.21817 -0.62186
C 0.21432 1.13567 -0.62769
N 1.26455 1.11132 0.05709
C 1.29796 -0.32803 0.51295
N 0.60638 -1.10925 -0.44996
H -2.34212 0.28430 -0.16347
H -1.67229 -1.43720 0.31661
H 0.57045 -0.27736 1.38045
H -0.27994 1.97461 -1.10477
H 2.27698 -0.68149 0.82276
*
```



[18]
The following is a quantum chemistry calculation of a single C3H5N3 molecule, from OMol25.

Calculated values
Energy relative to the best compared isomer or geometry (same formula, charge and spin) ... 71.5 kcal per mole
Gap between HOMO and LUMO ... 8.6201 eV
Structure (SMILES) ... NC1=C=CNN1
LUMO level ... 0.9 eV

ORCA input file:
```
! RIJCOSX wB97M-V def2-TZVPD def2/J DEFGRID3
* xyz 0 1
N -1.98046 -0.01024 0.06426
C -0.62867 0.18921 -0.06149
C 0.06370 1.31631 -0.52139
C 1.35189 0.83241 -0.34758
N 1.45943 -0.39521 0.27550
N 0.16110 -0.87429 0.38543
H -2.51266 0.76860 -0.29744
H -2.31878 -0.91141 -0.24852
H 2.29687 1.29185 -0.63176
H 2.15698 -1.09012 0.03450
H -0.04940 -1.11711 1.34846
*
```



[19]
The following is a quantum chemistry calculation of a single C3H5N3 molecule at a distorted geometry, from OMol25.

Calculated values
Energy relative to the best compared isomer or geometry (same formula, charge and spin) ... 63.4 kcal per mole
Gap between HOMO and LUMO ... 9.0113 eV
Structure (SMILES) ... [H]/N=C(\N)C=C=N
LUMO level ... 0.7 eV

ORCA input file:
```
! RIJCOSX wB97M-V def2-TZVPD def2/J DEFGRID3
* xyz 0 1
H -0.85416 2.15700 -0.08897
N -0.12008 1.45468 -0.07258
C -0.56656 0.25231 0.00982
N -1.88018 -0.14204 0.15201
C 0.41679 -0.82820 0.08876
C 1.59922 -0.23564 0.09725
N 2.66430 0.34829 0.05769
H -2.08140 -1.10186 -0.08033
H -2.55867 0.50875 -0.20875
H 0.24810 -1.87825 0.29884
H 3.13264 -0.53503 -0.25374
*
```



[20]
The following is a quantum chemistry calculation of a 2-piece molecular cluster, C3H5N3 overall at a distorted geometry, from OMol25.

Calculated values
Energy relative to the best compared isomer or geometry (same formula, charge and spin) ... 130.5 kcal per mole
Gap between HOMO and LUMO (alpha / beta) ... 8.3933 / 8.3911 eV
LUMO level (alpha / beta) ... -0.9 / -0.9 eV

ORCA input file:
```
! RIJCOSX wB97M-V def2-TZVPD def2/J DEFGRID3
* xyz 0 1
C -2.05666 -0.58893 0.12840
C -1.03538 -0.53880 -0.92784
N -0.35084 -1.09359 -1.70593
N 2.95508 0.27442 0.94954
N 2.08999 0.86638 0.27087
C 0.86808 0.65975 0.12610
H -1.60437 -0.07534 0.98058
H -2.84034 0.05499 -0.28222
H -2.29674 -1.62817 0.34810
H 3.62762 1.03211 0.98818
H 0.64356 1.03720 -0.87578
*
```